The following is a DFT calculation (ωB97M-V/def2-TZVPD) of a cluster of 14 separate species, C20H18BCl52OPS in total.

```
94
Properties=species:S:1:pos:R:3
C 1.959 0.722 -5.503
P 2.133 -0.820 -4.494
C 2.845 -2.142 -5.586
B 0.431 -1.431 -3.924
C 0.366 -2.719 -2.993
C 0.460 -3.982 -3.852
O -0.240 -3.856 -5.090
C -0.906 -0.710 -4.382
C -1.013 -0.786 -5.925
C -2.457 -0.924 -6.408
S -2.525 -1.297 -8.187
H 2.219 0.545 -6.546
H 2.658 1.465 -5.129
H 0.955 1.126 -5.421
H 2.100 -2.895 -5.834
H 3.275 -1.684 -6.473
H 3.640 -2.623 -5.024
H 1.193 -2.732 -2.282
H -0.567 -2.710 -2.421
H 1.499 -4.158 -4.121
H 0.060 -4.836 -3.300
H -1.154 -3.617 -4.915
H -1.767 -1.203 -3.926
H -0.867 0.338 -4.069
H -0.472 -1.662 -6.289
H -0.572 0.078 -6.418
H -2.971 0.024 -6.255
H -2.976 -1.727 -5.889
H -1.844 -0.229 -8.611
C 6.206 -4.099 -3.750
Cl 6.482 -2.390 -3.406
Cl 4.544 -4.530 -3.329
Cl 6.467 -4.402 -5.470
Cl 7.322 -5.083 -2.800
C 1.929 -0.167 0.777
Cl 2.117 1.566 1.047
Cl 0.298 -0.659 1.263
Cl 2.167 -0.529 -0.934
Cl 3.115 -1.047 1.744
C 3.873 -1.531 5.914
Cl 2.178 -1.114 5.654
Cl 4.478 -2.434 4.521
Cl 4.815 -0.050 6.112
Cl 4.024 -2.524 7.366
C -1.018 1.181 6.901
Cl -0.814 2.919 7.130
Cl -2.687 0.741 7.281
Cl -0.665 0.756 5.220
Cl 0.075 0.314 7.979
C 0.508 4.832 2.883
Cl -0.635 3.694 2.165
Cl 0.780 4.395 4.570
Cl 2.041 4.769 2.004
Cl -0.153 6.466 2.791
C 6.548 2.390 -4.167
Cl 5.211 1.255 -4.360
Cl 7.659 1.783 -2.936
Cl 7.404 2.561 -5.700
Cl 5.907 3.959 -3.655
C -2.873 3.200 -9.507
Cl -3.595 2.683 -7.980
Cl -1.379 2.298 -9.796
Cl -4.005 2.893 -10.824
Cl -2.506 4.924 -9.429
C -5.431 1.356 11.114
Cl -6.749 0.197 10.992
Cl -4.374 0.913 12.459
Cl -4.494 1.346 9.609
Cl -6.066 2.980 11.373
C 8.806 6.616 -6.710
Cl 10.166 7.637 -6.235
Cl 8.098 5.863 -5.282
Cl 7.587 7.600 -7.525
Cl 9.375 5.355 -7.812
C -8.590 -1.703 14.417
Cl -8.700 -2.971 15.642
Cl -9.742 -0.419 14.793
Cl -6.955 -1.042 14.403
Cl -8.971 -2.388 12.832
C 0.808 -6.971 -6.828
Cl -0.420 -6.013 -7.648
Cl 1.383 -8.248 -7.905
Cl 2.171 -5.937 -6.378
Cl 0.117 -7.698 -5.372
C -3.649 6.638 10.174
Cl -1.941 7.079 10.265
Cl -4.470 7.698 9.025
Cl -3.800 4.963 9.644
Cl -4.388 6.814 11.769
C -8.208 -2.850 8.629
Cl -8.206 -4.104 9.874
Cl -9.416 -1.625 9.037
Cl -6.619 -2.093 8.560
Cl -8.602 -3.571 7.068
```

Computed properties:
* charge: 0
* E_LUMO: 0.02 eV


The following is a DFT calculation (ωB97M-V/def2-TZVPD) of a cluster of 2 separate species, C20H18ClN2O4S in total in a non-equilibrium geometry.

```
46
Properties=species:S:1:pos:R:3
C -5.752 1.114 2.520
O -5.272 0.003 3.308
C -4.024 -0.480 3.065
C -3.605 -1.583 3.850
C -2.333 -2.090 3.720
C -1.382 -1.468 2.870
C 0.021 -1.838 2.889
C 1.082 -0.988 2.965
C 2.425 -1.570 2.787
O 2.620 -2.756 2.519
N 3.520 -0.709 2.933
C 4.844 -1.281 2.822
C 3.425 0.678 3.074
O 4.410 1.415 3.120
N 2.135 1.212 3.167
C 2.107 2.638 3.413
C 0.962 0.450 3.305
O -0.072 0.998 3.681
C -1.858 -0.463 2.009
C -3.130 0.063 2.110
H -6.784 1.235 2.852
H -5.174 2.024 2.730
H -5.722 0.883 1.445
H -4.312 -1.976 4.577
H -2.008 -2.944 4.315
H 0.254 -2.902 2.893
H 5.541 -0.456 2.919
H 4.993 -2.014 3.619
H 4.957 -1.783 1.859
H 1.069 2.949 3.481
H 2.639 2.861 4.343
H 2.626 3.145 2.598
H -1.195 -0.103 1.217
H -3.420 0.899 1.469
Cl 3.032 -5.663 -2.096
C 1.520 -4.997 -1.630
C 0.399 -5.834 -1.467
C -0.833 -5.261 -1.093
C -0.943 -3.900 -0.861
C 0.200 -3.055 -0.975
S 0.175 -1.436 -0.618
C 1.430 -3.630 -1.417
H 0.508 -6.901 -1.639
H -1.705 -5.907 -0.985
H -1.888 -3.438 -0.581
H 2.294 -2.984 -1.558
```

Computed properties:
* charge: -1
* E_LUMO: 1.97 eV


The following is a DFT calculation (ωB97M-V/def2-TZVPD) of a structure of composition C20H18F6GaN5S2Sb.

```
53
Properties=species:S:1:pos:R:3
Ga -0.024 0.554 -0.868
C 1.002 3.467 3.659
C 1.790 3.075 2.572
C 1.353 2.080 1.737
C 0.128 1.418 2.000
C -0.663 1.830 3.102
C -0.224 2.849 3.910
N -0.253 0.426 1.146
C -1.068 -0.630 1.534
C -1.244 -1.049 2.859
C -2.059 -2.128 3.139
C -2.710 -2.835 2.121
C -2.513 -2.476 0.804
C -1.689 -1.396 0.521
N -1.371 -0.963 -0.766
N -1.931 -1.401 -1.778
C -1.468 -0.756 -2.963
C -1.981 -1.160 -4.168
C -1.533 -0.510 -5.316
C -0.599 0.501 -5.199
C -0.136 0.851 -3.936
N -0.571 0.235 -2.841
H 1.339 4.270 4.301
H 2.738 3.560 2.387
H 1.958 1.758 0.900
H -1.643 1.397 3.252
H -0.843 3.190 4.728
H -0.716 -0.543 3.656
H -2.187 -2.440 4.167
H -3.350 -3.672 2.366
H -2.978 -3.019 -0.010
H -2.710 -1.958 -4.196
H -1.916 -0.794 -6.287
H -0.231 1.031 -6.066
H 0.586 1.644 -3.800
S 2.177 -0.156 -1.352
C 2.600 -1.551 -0.464
N 3.737 -2.162 -0.695
C 3.972 -3.435 0.002
C 3.074 -3.396 1.233
S 1.677 -2.308 0.779
H 4.360 -1.836 -1.422
H 5.021 -3.522 0.274
H 3.711 -4.257 -0.664
H 3.569 -2.956 2.095
H 2.688 -4.377 1.494
F 0.382 2.403 -1.159
Sb -1.377 3.558 -1.151
F -1.850 1.685 -0.781
F -1.472 3.127 -2.956
F -3.153 4.026 -1.062
F -0.284 4.994 -1.507
F -1.113 3.757 0.669
```

Computed properties:
* multiplicity: 2
* charge: +2
* expectation value of S²: 0.796
* E_LUMO (alpha / beta): -7.59 / -8.47 eV


The following is a DFT calculation (ωB97M-V/def2-TZVPD) of an isolated molecule of C20H18FN3O4.

```
46
Properties=species:S:1:pos:R:3
N 2.661 0.831 5.629
C 2.019 0.629 4.460
O 2.259 1.237 3.447
C 0.903 -0.427 4.529
O 0.524 -0.765 3.208
C 1.461 -1.429 2.512
O 2.459 -1.878 3.010
C 1.138 -1.487 1.036
C 2.226 -0.655 0.295
C 1.847 -0.530 -1.141
C 2.134 -1.405 -2.148
N 1.506 -1.022 -3.299
C 0.773 0.102 -3.054
C -0.057 0.841 -3.887
C -0.689 1.940 -3.349
C -0.491 2.310 -2.016
C 0.333 1.586 -1.186
C 0.971 0.454 -1.696
N -0.174 -0.974 0.746
C -0.925 -1.497 -0.256
O -0.689 -2.576 -0.764
C -2.063 -0.638 -0.699
C -2.472 -0.762 -2.023
C -3.474 0.039 -2.532
C -4.074 0.957 -1.691
F -5.051 1.752 -2.176
C -3.712 1.081 -0.361
C -2.699 0.280 0.132
H 3.439 1.470 5.639
H 2.522 0.236 6.425
H 1.250 -1.315 5.067
H 0.015 -0.009 5.007
H 1.171 -2.522 0.680
H 2.292 0.330 0.762
H 3.184 -1.161 0.412
H 2.750 -2.283 -2.124
H 1.539 -1.519 -4.172
H -0.202 0.560 -4.920
H -1.347 2.534 -3.966
H -0.998 3.185 -1.637
H 0.492 1.895 -0.163
H -0.337 -0.020 1.028
H -1.981 -1.495 -2.644
H -3.791 -0.037 -3.560
H -4.219 1.797 0.266
H -2.427 0.359 1.174
```

Computed properties:
* charge: 0
* SMILES string: NC(=O)COC(=O)[C@H](Cc1c[nH]c2ccccc12)NC(=O)c1ccc(F)cc1
* E_LUMO: 0.58 eV


The following is a DFT calculation (ωB97M-V/def2-TZVPD) of an isolated molecule of C20H18FNO5.

```
45
Properties=species:S:1:pos:R:3
C -7.589 -1.033 -1.923
C -7.730 -1.827 -0.630
C -7.429 -0.970 0.600
N -6.066 -0.493 0.598
C -5.744 0.806 0.529
O -6.537 1.722 0.552
C -4.236 1.083 0.446
O -3.513 -0.117 0.266
C -2.165 -0.062 0.149
C -1.524 -1.298 -0.050
C -0.165 -1.358 -0.186
C 0.618 -0.196 -0.122
C 2.071 -0.274 -0.290
O 2.675 -1.308 -0.523
C 2.721 1.044 -0.170
O 4.064 1.181 -0.374
C 4.903 0.204 0.100
C 4.726 -0.428 1.324
C 5.647 -1.358 1.769
C 6.766 -1.657 1.012
C 6.970 -1.021 -0.200
C 6.042 -0.101 -0.645
F 6.243 0.520 -1.824
C 1.990 2.162 0.025
O 0.654 2.197 0.141
C -0.025 1.029 0.077
C -1.413 1.098 0.213
H -7.832 -1.655 -2.781
H -8.258 -0.176 -1.915
H -6.571 -0.668 -2.040
H -7.051 -2.683 -0.648
H -8.748 -2.209 -0.541
H -8.068 -0.084 0.614
H -7.606 -1.550 1.512
H -5.324 -1.173 0.530
H -4.071 1.775 -0.389
H -3.939 1.587 1.376
H -2.132 -2.188 -0.097
H 0.345 -2.295 -0.345
H 3.855 -0.192 1.917
H 5.488 -1.848 2.717
H 7.482 -2.384 1.363
H 7.833 -1.232 -0.812
H 2.439 3.143 0.077
H -1.855 2.069 0.362
```

Computed properties:
* charge: 0
* SMILES string: CCCNC(=O)COc1ccc2c(=O)c(Oc3ccccc3F)coc2c1
* E_LUMO: 0.03 eV


The following is a DFT calculation (ωB97M-V/def2-TZVPD) of an isolated molecule of C20H18N2O4 in a non-equilibrium geometry.

```
44
Properties=species:S:1:pos:R:3
C -4.533 -2.817 0.600
C -4.245 -2.392 -0.835
O -3.653 -1.110 -0.905
C -4.355 -0.021 -0.507
C -5.743 0.075 -0.486
C -6.365 1.274 -0.186
C -5.618 2.402 0.095
C -4.237 2.317 0.106
C -3.601 1.117 -0.168
N -2.195 1.041 -0.119
C -1.497 0.095 0.571
O -2.018 -0.770 1.242
C -0.015 0.208 0.429
C 0.729 -0.969 0.422
C 2.103 -0.949 0.298
C 2.768 0.271 0.198
N 4.151 0.372 0.072
C 5.085 -0.625 -0.001
O 4.852 -1.815 0.033
C 6.456 -0.104 -0.131
C 7.640 -0.789 -0.228
C 8.653 0.187 -0.334
C 8.019 1.392 -0.294
O 6.694 1.233 -0.172
C 2.031 1.455 0.233
C 0.656 1.425 0.343
H -3.647 -2.631 1.203
H -4.783 -3.873 0.632
H -5.357 -2.244 1.019
H -5.150 -2.440 -1.456
H -3.491 -3.050 -1.277
H -6.350 -0.784 -0.729
H -7.444 1.324 -0.183
H -6.104 3.340 0.315
H -3.639 3.185 0.344
H -1.684 1.796 -0.551
H 0.204 -1.907 0.513
H 2.667 -1.866 0.282
H 4.510 1.317 0.026
H 7.749 -1.853 -0.222
H 9.706 0.018 -0.426
H 8.388 2.398 -0.342
H 2.546 2.405 0.177
H 0.118 2.361 0.397
```

Computed properties:
* charge: 0
* SMILES string: CCOc1ccccc1NC(=O)c1ccc(NC(=O)c2ccco2)cc1
* E_LUMO: 0.36 eV


The following is a DFT calculation (ωB97M-V/def2-TZVPD) of an isolated molecule of C20H18N2O4 in a non-equilibrium geometry.

```
44
Properties=species:S:1:pos:R:3
C 0.536 3.805 0.635
C -0.289 4.911 1.284
C -1.230 4.424 2.392
O -0.549 4.114 3.593
C -0.094 2.865 3.864
C 0.621 2.745 5.060
C 1.111 1.522 5.468
C 0.911 0.394 4.691
C 0.223 0.504 3.490
C 0.036 -0.726 2.669
O -0.156 -1.825 3.132
N 0.128 -0.487 1.315
N -0.022 -1.467 0.418
C 0.133 -1.210 -0.818
C -0.022 -2.229 -1.829
C -0.309 -3.516 -1.509
O -0.463 -4.510 -2.377
C -0.323 -4.241 -3.702
C -0.484 -5.301 -4.596
C -0.352 -5.077 -5.949
C -0.059 -3.803 -6.430
C 0.101 -2.757 -5.551
C -0.028 -2.957 -4.174
C 0.143 -1.836 -3.235
O 0.395 -0.697 -3.593
C -0.291 1.733 3.082
H -0.113 3.070 0.163
H 1.180 4.227 -0.133
H 1.166 3.308 1.371
H -0.897 5.402 0.522
H 0.380 5.657 1.716
H -1.901 5.244 2.668
H -1.844 3.586 2.046
H 0.766 3.633 5.654
H 1.651 1.447 6.400
H 1.284 -0.571 4.994
H 0.390 0.446 0.988
H 0.390 -0.212 -1.189
H -0.436 -3.825 -0.480
H -0.711 -6.279 -4.204
H -0.476 -5.897 -6.639
H 0.043 -3.641 -7.492
H 0.329 -1.758 -5.892
H -0.872 1.785 2.174
```

Computed properties:
* charge: 0
* SMILES string: CCCOc1cccc(C(=O)N/N=C/c2coc3ccccc3c2=O)c1
* E_LUMO: 0.01 eV


The following is a DFT calculation (ωB97M-V/def2-TZVPD) of a structure of composition C20H18N5SSr in a non-equilibrium geometry.

```
45
Properties=species:S:1:pos:R:3
Sr 11.939 14.308 3.780
C 7.309 15.515 3.449
C 8.580 14.823 3.464
N 9.759 15.462 3.509
C 9.785 16.817 3.623
C 8.573 17.538 3.638
C 7.330 16.898 3.548
C 8.607 18.925 3.861
C 9.830 19.481 4.239
C 11.018 18.754 4.212
C 11.049 17.453 3.750
N 12.154 16.654 3.687
C 13.412 17.157 3.559
C 13.754 18.478 3.225
C 15.044 18.933 3.271
C 16.100 18.178 3.670
C 15.833 16.773 3.800
C 16.867 15.862 3.860
C 16.670 14.537 3.999
C 15.325 14.053 4.131
N 14.345 14.904 4.002
C 14.508 16.262 3.790
H 6.471 14.902 3.373
H 8.632 13.749 3.379
H 6.436 17.480 3.453
H 7.648 19.518 3.853
H 9.981 20.568 4.525
H 11.875 19.325 4.640
H 12.977 19.170 2.943
H 15.203 20.011 3.204
H 17.133 18.504 3.758
H 17.826 16.351 3.751
H 17.461 13.818 4.009
H 15.158 12.969 4.330
C 9.915 7.495 3.981
N 10.494 8.720 4.524
C 10.599 9.944 4.030
N 9.190 10.429 3.938
S 11.963 11.020 3.673
H 9.191 7.196 4.795
H 10.405 6.458 4.088
H 9.378 7.423 3.137
H 11.489 8.583 4.734
H 8.821 10.399 4.973
H 9.052 11.160 3.330
```

Computed properties:
* charge: +1
* E_LUMO: -3.15 eV


The following is a DFT calculation (ωB97M-V/def2-TZVPD) of an isolated molecule of C20H18N6O3S in a non-equilibrium geometry.

```
48
Properties=species:S:1:pos:R:3
C -6.495 -1.214 -0.504
O -5.229 -1.735 -0.187
C -4.265 -0.873 0.236
C -4.427 0.491 0.402
C -3.377 1.286 0.833
C -2.148 0.717 1.114
N -1.094 1.568 1.491
C 0.212 1.258 1.647
O 0.667 0.138 1.757
C 1.133 2.473 1.637
S 0.820 3.539 0.168
C 0.260 2.301 -0.924
N -0.869 2.301 -1.593
N -1.009 1.142 -2.219
C 0.035 0.394 -1.931
C 0.401 -0.930 -2.235
C 1.561 -1.399 -1.697
C 2.377 -0.544 -0.893
C 3.643 -1.005 -0.313
C 4.679 -0.100 -0.086
C 5.855 -0.566 0.475
N 6.051 -1.830 0.812
C 5.065 -2.685 0.610
C 3.846 -2.334 0.053
N 2.053 0.691 -0.633
N 0.902 1.115 -1.116
C -1.968 -0.656 0.963
C -3.007 -1.452 0.520
O -2.916 -2.794 0.320
C -1.682 -3.420 0.563
H -6.969 -0.748 0.367
H -6.438 -0.485 -1.320
H -7.091 -2.067 -0.824
H -5.373 0.960 0.186
H -3.518 2.352 0.930
H -1.328 2.552 1.431
H 0.966 3.112 2.503
H 2.167 2.131 1.619
H -0.245 -1.522 -2.862
H 1.892 -2.406 -1.893
H 4.555 0.938 -0.352
H 6.685 0.102 0.665
H 5.264 -3.706 0.909
H 3.069 -3.074 -0.064
H -1.006 -1.081 1.191
H -1.836 -4.473 0.329
H -0.892 -3.016 -0.080
H -1.376 -3.323 1.610
```

Computed properties:
* charge: 0
* SMILES string: COc1ccc(NC(=O)CSc2nnc3ccc(-c4ccncc4)nn23)cc1OC
* E_LUMO: -0.50 eV


Number 1: calculated total energy -25542.3015 Ha. Number 2: calculated total energy -2041.8790 Ha. Number 3: calculated total energy -4606.9825 Ha. Number 4: calculated total energy -1338.1150 Ha. Number 5: calculated total energy -1303.7464 Ha. Number 6: calculated total energy -1183.4233 Ha. Number 7: calculated total energy -1183.3773 Ha. Number 8: calculated total energy -1475.4104 Ha. Number 9: calculated total energy -1725.3392 Ha.